Computed, not measured: one molecule with the formula C2H5N3OS, with ωB97M-V/def2-TZVPD.

Structure (ORCA input):
```
! wB97M-V def2-TZVPD RIJCOSX def2/J DEFGRID3
* xyz 0 1
C -0.231 -0.623 -0.370
C -1.258 0.422 -0.656
H 1.811 -1.795 1.815
H 1.022 0.747 0.572
H 0.194 -2.438 -0.578
H -2.126 0.029 -1.170
H -0.443 3.126 0.372
N 0.909 -0.239 0.314
N -0.536 -1.795 -0.801
N -1.330 1.659 -0.399
O -0.222 2.186 0.276
S 2.211 -1.279 0.624
*
```

**Strongest force on any atom**: 1.53 eV Å⁻¹
**SMILES**: [H]/N=C(/C=N\O)NS
**Kohn-Sham gap**: 10.12 eV
**Energy above the lowest of the compared OMol25 structures with the same formula, charge and spin**: 71.2 kcal per mole

Computed, not measured: one molecule with the formula C2H5N3OS, with ωB97M-V/def2-TZVPD.

Structure (ORCA input):
```
! wB97M-V def2-TZVPD RIJCOSX def2/J DEFGRID3
* xyz 0 1
C -0.141 0.014 -0.904
C 0.599 0.121 1.504
H -1.908 -0.918 -1.126
H -1.247 -0.345 -2.639
H -1.154 -1.097 1.804
H 1.345 0.812 1.157
H 0.960 0.119 3.440
N -1.165 -0.497 -1.618
N -0.117 -0.404 0.433
N 0.311 -0.177 2.723
O -1.222 -1.145 0.820
S 0.990 1.084 -1.472
*
```

**Strongest force on any atom**: 2.10 eV Å⁻¹
**SMILES**: [H]/N=C/N(O)C(N)=S
**Kohn-Sham gap**: 9.20 eV
**Energy above the lowest of the compared OMol25 structures with the same formula, charge and spin**: 52.6 kcal per mole

Computed, not measured: one molecule with the formula C2H5N3OS, with ωB97M-V/def2-TZVPD.

Structure (ORCA input):
```
! wB97M-V def2-TZVPD RIJCOSX def2/J DEFGRID3
* xyz 0 1
C -1.506 -0.100 0.277
C 1.516 -0.182 -0.912
H -2.362 1.683 0.750
H -3.071 0.316 1.491
H -0.887 -1.781 -0.335
H -0.066 0.089 -2.210
H 2.117 -0.557 -1.743
N -2.257 0.739 1.048
N -1.615 -1.354 0.264
N 0.209 -0.011 -1.259
O -0.610 0.711 -0.443
S 2.171 0.039 0.564
*
```

**Strongest force on any atom**: 0.97 eV Å⁻¹
**SMILES**: [H]/N=C(/N)ONC=S
**Kohn-Sham gap**: 9.27 eV
**Energy above the lowest of the compared OMol25 structures with the same formula, charge and spin**: 59.8 kcal per mole

Computed, not measured: one molecule with the formula C2H5N3OS2, with ωB97M-V/def2-TZVPD.

Structure (ORCA input):
```
! wB97M-V def2-TZVPD RIJCOSX def2/J DEFGRID3
* xyz 0 1
C 0.383 0.293 0.207
C -0.327 -0.955 0.601
H 1.265 2.326 -0.028
H -0.997 1.572 0.978
H 0.296 -1.684 1.130
H -3.644 -1.240 -0.284
H 3.728 -0.352 -0.406
N -0.385 1.447 0.173
N -1.544 -1.294 0.430
N 1.622 0.391 -0.098
O 0.329 2.624 -0.004
S -2.675 -0.325 -0.395
S 2.584 -1.016 -0.213
*
```

**Strongest force on any atom**: 0.53 eV Å⁻¹
**SMILES**: ONC(/C=N\S)=N/S
**Kohn-Sham gap**: 8.59 eV
**Energy above the lowest of the compared OMol25 structures with the same formula, charge and spin**: 71.8 kcal per mole

Computed, not measured: a 2-piece molecular cluster, C2H5N3S overall, with ωB97M-V/def2-TZVPD.

Structure (ORCA input):
```
! wB97M-V def2-TZVPD RIJCOSX def2/J DEFGRID3
* xyz 0 1
C 0.278 0.342 -0.603
C 0.033 -0.911 -1.199
N -1.091 0.003 1.209
N -1.097 0.753 2.050
N 1.278 0.747 0.109
S -1.031 1.916 3.020
H -0.576 0.920 -0.635
H 0.227 -1.700 -0.413
H 0.716 -1.189 -2.047
H -0.980 -1.096 -1.457
H 2.242 0.217 -0.035
*
```

**Strongest force on any atom**: 4.94 eV Å⁻¹
**SMILES**: N#[N+][S-].[H]/N=C\C
**Kohn-Sham gap**: 9.72 eV
**Energy above the lowest of the compared OMol25 structures with the same formula, charge and spin**: 74.5 kcal per mole

Computed, not measured: one molecule with the formula C2H5N3S, with ωB97M-V/def2-TZVPD.

Structure (ORCA input):
```
! wB97M-V def2-TZVPD RIJCOSX def2/J DEFGRID3
* xyz 0 1
C 0.239 -0.597 0.028
C -0.956 0.293 -0.073
H 2.353 -0.704 -0.224
H 1.612 0.210 1.318
H -1.064 -2.192 -0.236
H 0.452 1.495 -0.353
H -1.212 2.181 -0.310
N 1.493 0.061 0.209
N 0.027 -1.791 -0.276
N -0.533 1.409 -0.228
S -2.410 -0.364 0.146
*
```

**Strongest force on any atom**: 9.85 eV Å⁻¹
**SMILES**: [H]/N=C(/N)C(N)=S
**Kohn-Sham gap**: 8.92 eV
**Energy above the lowest of the compared OMol25 structures with the same formula, charge and spin**: 66.6 kcal per mole

Computed, not measured: a 2-piece molecular cluster, C2H5N3S overall, with ωB97M-V/def2-TZVPD.

Structure (ORCA input):
```
! wB97M-V def2-TZVPD RIJCOSX def2/J DEFGRID3
* xyz 0 1
C -3.828 0.883 0.491
C 1.095 -1.515 0.323
N -3.793 1.562 1.505
N 0.403 -0.416 -0.424
N -0.565 0.119 0.075
S -3.598 -0.294 -0.519
H 0.869 -1.503 1.371
H 0.766 -2.436 -0.140
H 2.182 -1.362 -0.074
H -4.001 2.467 1.529
H -0.904 -0.170 0.998
*
```

**Strongest force on any atom**: 4.89 eV Å⁻¹
**SMILES**: [H]/N=N\C.N=C=S
**Kohn-Sham gap**: 9.19 eV
**Energy above the lowest of the compared OMol25 structures with the same formula, charge and spin**: 76.4 kcal per mole

Computed, not measured: one molecule with the formula C2H5N3S, with ωB97M-V/def2-TZVPD.

Structure (ORCA input):
```
! wB97M-V def2-TZVPD RIJCOSX def2/J DEFGRID3
* xyz 0 1
C -0.053 -0.508 1.178
C 1.210 -0.046 -1.042
H -3.004 1.588 0.177
H 0.549 -1.052 2.090
H 1.465 -1.249 0.404
H 1.889 -0.528 -1.812
H -0.126 1.350 -0.865
N -1.311 -0.290 1.373
N 0.860 -0.556 0.156
N 0.630 1.036 -1.500
S -2.109 0.256 -0.158
*
```

**Strongest force on any atom**: 6.32 eV Å⁻¹
**SMILES**: [H]/N=C\N/C=N\S
**Kohn-Sham gap**: 9.18 eV
**Energy above the lowest of the compared OMol25 structures with the same formula, charge and spin**: 90.8 kcal per mole

Computed, not measured: C2H5N3S2 as an isolated structure, with ωB97M-V/def2-TZVPD.

Structure (ORCA input):
```
! wB97M-V def2-TZVPD RIJCOSX def2/J DEFGRID3
* xyz 0 1
C -0.618 0.995 0.183
C 0.443 -0.071 0.294
H -2.513 -1.863 0.719
H -2.624 1.110 0.761
H 0.570 2.342 -0.222
H 0.394 -0.787 1.494
H 3.568 0.104 -0.933
N -1.912 0.424 0.502
N -0.500 2.199 -0.227
N 1.536 0.195 -0.501
S -2.437 -1.032 -0.314
S 2.924 -0.604 0.121
*
```

**Strongest force on any atom**: 6.70 eV Å⁻¹
**Kohn-Sham gap**: 8.71 eV
**Energy above the lowest of the compared OMol25 structures with the same formula, charge and spin**: 102.0 kcal per mole

Computed, not measured: C2H5N4 as an isolated structure, with ωB97M-V/def2-TZVPD.

Structure (ORCA input):
```
! wB97M-V def2-TZVPD RIJCOSX def2/J DEFGRID3
* xyz 1 1
C 1.763 -0.335 -0.278
C 0.384 -0.269 -0.145
N 2.918 -0.240 -0.403
N -0.370 -1.134 0.295
N 0.201 1.586 -0.247
N -1.547 -1.592 0.411
H -0.802 1.993 -0.442
H 0.496 1.789 0.735
H -1.406 -2.596 0.427
H 0.815 1.952 -0.853
H -2.453 -1.154 0.501
*
```

**Strongest force on any atom**: 7.09 eV Å⁻¹
**Kohn-Sham gap**: 9.92 eV
**Energy above the lowest of the compared OMol25 structures with the same formula, charge and spin**: 71.8 kcal per mole

Computed, not measured: a 2-piece molecular cluster, C2H5N4 overall, with ωB97M-V/def2-TZVPD.

Structure (ORCA input):
```
! wB97M-V def2-TZVPD RIJCOSX def2/J DEFGRID3
* xyz 1 1
C 0.610 -0.090 -0.975
C -1.697 0.399 0.873
N -0.202 -0.349 -1.905
N -2.246 -0.142 0.037
N 1.647 -0.023 1.185
N 0.900 0.228 0.155
H -1.252 0.970 1.658
H -1.297 -0.267 -1.610
H 0.015 -0.768 -2.797
H 1.719 -0.832 1.765
H 1.802 0.875 1.614
*
```

**Strongest force on any atom**: 3.66 eV Å⁻¹
**Kohn-Sham gap**: 10.51 eV
**Energy above the lowest of the compared OMol25 structures with the same formula, charge and spin**: 60.2 kcal per mole

Computed, not measured: an isolated ion of composition C2H5N4 and charge +1, with ωB97M-V/def2-TZVPD.

Structure (ORCA input):
```
! wB97M-V def2-TZVPD RIJCOSX def2/J DEFGRID3
* xyz 1 1
C -2.892 0.014 -0.331
C -2.043 -0.725 0.542
N -3.428 0.844 -0.929
N -2.212 -1.717 1.183
N -0.433 0.093 0.351
N -0.403 1.276 -0.506
H -1.465 -2.265 1.723
H -0.101 0.265 1.222
H -1.196 1.885 -0.535
H -0.002 0.962 -1.471
H 0.390 1.832 -0.170
*
```

**Strongest force on any atom**: 5.84 eV Å⁻¹
**SMILES**: [H]/N=C(/C#N)N[NH3+]
**Kohn-Sham gap**: 11.01 eV
**Energy above the lowest of the compared OMol25 structures with the same formula, charge and spin**: 73.9 kcal per mole

What is the Kohn-Sham gap in the third record? 9.27 eV

What is the Kohn-Sham gap in the third record? 9.27 eV

Look up the strongest force on any atom of the tenth one. 7.09 eV Å⁻¹